Entry from the OMol25 dataset: C3H3N5 in the gas phase in a non-equilibrium geometry (ωB97M-V/def2-TZVPD).

Last column: Mulliken charge in e.
Positions of all 11 atoms, in Å:
H (2.331858, -1.639487, 0.267192)  0.2893
N (1.750826, -1.517539, 1.037950)  -0.5464
C (0.763811, -1.041662, 0.370849)  0.4881
N (-0.639459, -0.917318, 0.969040)  -0.3971
C (-1.190811, 0.193997, 0.466871)  -0.0703
C (-0.621349, 1.525423, -0.274237)  0.0462
N (0.313776, 1.397221, -1.227230)  -0.2408
N (0.214432, 0.136374, -1.704120)  -0.0320
N (0.404100, -0.978668, -1.050939)  -0.1734
H (-2.081034, 0.304546, 1.052080)  0.3513
H (-1.246149, 2.537111, 0.092545)  0.2852

Atomic forces in eV per Å
2.898 -0.676 -1.332
-3.131 1.586 -1.064
-3.412 -0.687 1.927
2.066 3.315 -2.735
1.181 -0.120 2.433
-0.489 -1.202 0.688
-3.237 0.720 2.805
1.732 -4.383 0.950
1.056 3.291 -1.894
-1.110 0.801 -0.542
2.446 -2.645 -1.236

Energy relative to the best compared isomer or geometry (same formula, charge and spin) (kJ/mol): 497.4
Orbital gap (eV): 8.938
HOMO (eV): -10.11

***

Entry from the OMol25 dataset: C3H3NO as an isolated structure in a non-equilibrium geometry (ωB97M-V/def2-TZVPD).

Last column: Mulliken charge in e.
Positions of all 8 atoms, in Å:
N (2.486870, -0.273984, 1.125070)  -0.3655
C (1.549812, -0.166294, 0.428520)  0.4845
C (0.566238, -0.057086, -0.578585)  -0.5222
C (-0.812356, -0.397994, -0.175219)  -0.0985
O (-0.775164, 1.024439, 0.115458)  -0.3599
H (-0.484373, 1.453050, -0.719920)  0.4196
H (-1.528496, -0.660196, -0.957914)  0.2026
H (-1.002528, -0.921933, 0.762591)  0.2393

Atomic forces in eV per Å
-1.533 0.170 -1.039
1.536 -0.248 1.081
0.050 -0.397 -0.020
0.014 -0.146 -0.074
0.098 0.248 -0.126
-0.435 0.194 0.158
0.211 0.065 0.136
0.058 0.114 -0.116

Energy relative to the best compared isomer or geometry (same formula, charge and spin) (kJ/mol): 380.1
Orbital gap (eV): 8.758
HOMO (eV): -9.63

***

Entry from the OMol25 dataset: C3H3NO in the gas phase in a non-equilibrium geometry (ωB97M-V/def2-TZVPD).

Last column: Mulliken charge in e.
Positions of all 8 atoms, in Å:
N (-2.295322, 0.776205, -0.731855)  -0.3483
C (-1.164655, 0.597492, -0.568652)  0.1733
C (0.255361, 0.343588, -0.328008)  -0.1975
C (0.498406, -0.764068, 0.696909)  -0.0281
O (1.573900, -1.289938, 0.807383)  -0.4362
H (0.765371, 0.076449, -1.258694)  0.2417
H (0.728346, 1.259634, 0.049313)  0.2388
H (-0.361467, -1.037844, 1.338917)  0.3564

Atomic forces in eV per Å
1.131 -0.189 0.167
-1.011 0.160 -0.143
0.071 0.049 -0.054
0.398 -0.178 0.063
-0.523 0.238 -0.052
-0.082 0.042 0.119
-0.075 -0.138 -0.041
0.091 0.016 -0.058

Energy relative to the best compared isomer or geometry (same formula, charge and spin) (kJ/mol): 24.0
Orbital gap (eV): 11.269
HOMO (eV): -10.83

***

Entry from the OMol25 dataset: C3H3NO in the gas phase in a non-equilibrium geometry (ωB97M-V/def2-TZVPD).

Last column: Mulliken charge in e.
Positions of all 8 atoms, in Å:
O (-1.867010, 0.069974, 0.425542)  -0.4452
C (-1.115350, -0.347283, -0.413691)  -0.0918
C (0.429639, -0.281241, -0.275615)  0.1132
C (0.933380, 0.666629, 0.645117)  -0.1421
N (1.148061, 1.007032, -0.572034)  -0.4598
H (-1.491616, -0.866055, -1.208366)  0.4198
H (0.954014, -1.266077, -0.292249)  0.3110
H (1.008880, 1.017020, 1.691299)  0.2949

Atomic forces in eV per Å
0.165 0.492 0.183
2.083 0.775 2.241
-1.397 -1.750 0.421
0.461 1.836 -0.539
-0.003 -0.381 2.150
-1.073 -1.553 -2.698
-0.408 0.709 -0.769
0.171 -0.128 -0.990

Energy relative to the best compared isomer or geometry (same formula, charge and spin) (kJ/mol): 235.3
Orbital gap (eV): 10.599
HOMO (eV): -10.01

***

Entry from the OMol25 dataset: C3H3NO in the gas phase in a non-equilibrium geometry (ωB97M-V/def2-TZVPD).

Last column: Mulliken charge in e.
Positions of all 8 atoms, in Å:
C (-1.027300, -0.255714, 0.243176)  -0.8863
C (0.211573, 0.105952, -0.094868)  0.7005
O (0.515732, 1.181337, -0.865180)  -0.4537
C (1.387104, -0.583925, 0.395776)  0.1367
N (2.310227, -1.103246, 0.861443)  -0.3485
H (-1.858298, 0.410465, 0.026654)  0.2613
H (-1.235412, -1.188195, 0.747392)  0.2726
H (-0.303624, 1.433328, -1.314395)  0.3173

Atomic forces in eV per Å
0.184 0.033 0.017
-0.276 -0.199 0.222
-0.126 0.064 -0.070
0.690 -0.472 0.379
-0.911 0.474 -0.538
0.056 -0.233 -0.212
0.140 0.159 0.164
0.243 0.172 0.038

Energy relative to the best compared isomer or geometry (same formula, charge and spin) (kJ/mol): 65.7
Orbital gap (eV): 10.449
HOMO (eV): -9.98

***

Entry from the OMol25 dataset: C3H3NO in the gas phase in a non-equilibrium geometry (ωB97M-V/def2-TZVPD).

Last column: Mulliken charge in e.
Positions of all 8 atoms, in Å:
N (-2.557116, -0.350890, -0.090812)  -0.3516
C (-1.613309, 0.264449, 0.185776)  -0.0986
C (-0.227948, -0.193928, 0.117443)  0.2893
C (1.072068, 0.392939, -0.149592)  -0.2134
O (0.696230, -0.059998, 1.151048)  -0.3783
H (-0.391661, -1.193837, -0.268192)  0.2873
H (1.688176, -0.301470, -0.717854)  0.2074
H (1.333561, 1.442735, -0.227816)  0.2579

Atomic forces in eV per Å
-0.917 1.705 0.486
-0.515 -1.459 -0.627
0.121 -0.245 -0.167
0.293 0.102 -0.240
0.304 -0.118 0.214
0.801 -0.213 0.163
0.356 0.251 0.209
-0.444 -0.023 -0.038

Energy relative to the best compared isomer or geometry (same formula, charge and spin) (kJ/mol): 240.0
Orbital gap (eV): 11.142
HOMO (eV): -11.01

***

Entry from the OMol25 dataset: C3H3NO in the gas phase in a non-equilibrium geometry (ωB97M-V/def2-TZVPD).

Last column: Mulliken charge in e.
Positions of all 8 atoms, in Å:
O (0.454891, -1.987545, -1.502984)  -0.4105
C (0.709487, -1.344911, -0.553167)  0.0771
C (0.121234, 0.424918, -0.480179)  0.1541
C (-0.531896, 0.787005, 0.676352)  -0.2045
N (0.685882, 1.272756, 0.555972)  -0.4797
H (1.388571, -1.483056, 0.379235)  0.2670
H (-0.220470, 0.628773, -1.545080)  0.2740
H (-1.434366, 0.842273, 1.171692)  0.3225

Atomic forces in eV per Å
0.185 -1.026 0.061
-0.204 5.046 1.085
0.650 -5.495 -3.563
3.587 1.941 -0.398
-2.852 -0.406 1.106
-0.726 -0.719 -1.096
0.719 0.468 1.311
-1.360 0.192 1.493

Energy relative to the best compared isomer or geometry (same formula, charge and spin) (kJ/mol): 344.2
Orbital gap (eV): 9.054
HOMO (eV): -8.78

***

Entry from the OMol25 dataset: C3H3NO in the gas phase in a non-equilibrium geometry (ωB97M-V/def2-TZVPD).

Last column: Mulliken charge in e.
Positions of all 8 atoms, in Å:
C (-1.009576, -0.282954, 0.149870)  -0.8991
C (0.247557, 0.106335, -0.078498)  0.6505
O (0.474611, 1.253900, -0.764071)  -0.4540
C (1.419370, -0.561875, 0.439009)  0.1686
N (2.317581, -1.063334, 0.969505)  -0.3426
H (-1.773674, 0.488670, 0.112838)  0.2882
H (-1.298410, -1.290537, 0.389419)  0.2559
H (-0.377457, 1.349794, -1.218069)  0.3324

Atomic forces in eV per Å
0.157 -0.133 0.258
-0.383 -0.287 0.192
-0.066 0.111 0.048
0.655 -0.513 0.281
-0.857 0.469 -0.636
-0.135 -0.282 -0.543
0.154 -0.017 0.562
0.474 0.650 -0.161

Energy relative to the best compared isomer or geometry (same formula, charge and spin) (kJ/mol): 95.7
Orbital gap (eV): 10.086
HOMO (eV): -9.89